[1]
Entry from the Open Molecules 2025 dataset: C27H32N7NaO2PS2 as an isolated structure in a non-equilibrium geometry (ωB97M-V/def2-TZVPD).

The geometry in XYZ format:
```
72
Properties=species:S:1:pos:R:3:mulliken_charge:R:1
Na -0.21240 -0.93712 -0.27608 0.794
C -3.37088 -0.74187 2.79125 -0.781
C -2.14316 -0.89453 2.16194 -0.643
N -1.74550 -0.14534 1.13389 0.041
C -2.56064 0.81816 0.65871 0.391
C -3.83997 1.06514 1.25055 1.098
C -4.22563 0.24684 2.33503 -0.757
C -4.66218 2.09633 0.75631 -0.918
C -4.19369 2.89304 -0.27819 -0.925
C -2.96056 2.67796 -0.86617 -1.074
C -2.10269 1.60929 -0.47717 0.355
N -0.92374 1.21945 -0.98687 0.341
C -0.23977 1.63691 -2.06500 0.286
C -0.57375 2.63745 -3.02041 -1.065
C 0.21432 2.90541 -4.12497 -0.907
C 1.39839 2.22258 -4.36443 -0.888
C 1.82086 1.24594 -3.44318 1.127
C 3.03372 0.53771 -3.59959 -0.790
C 3.41571 -0.39530 -2.65163 -0.837
C 2.56364 -0.63173 -1.58313 -0.563
N 1.40397 0.00058 -1.41157 0.121
C 1.01997 0.94130 -2.29679 0.320
H -3.64665 -1.38388 3.62003 0.352
H -1.43891 -1.65106 2.49264 0.423
H -5.19415 0.41201 2.79737 0.337
H -5.63913 2.25944 1.20006 0.298
H -4.80704 3.71323 -0.64320 0.320
H -2.66795 3.36362 -1.64297 0.322
H -1.48219 3.20633 -2.92495 0.181
H -0.10877 3.67653 -4.81975 0.324
H 1.99903 2.42331 -5.24565 0.283
H 3.64900 0.74457 -4.46976 0.330
H 4.35276 -0.93413 -2.73997 0.357
H 2.81644 -1.35977 -0.81765 0.542
C -1.23086 -7.80557 -1.13364 -1.315
C -1.21310 -6.31417 -1.41799 -0.171
O -0.41925 -5.68110 -0.42921 -0.251
P -0.09717 -4.06147 -0.55275 0.587
S 0.60966 -3.64872 1.22944 -0.501
S -1.59461 -3.18108 -1.46673 -0.505
O 1.10684 -4.08391 -1.67484 -0.365
C 2.34206 -4.69663 -1.33501 -0.104
C 2.87039 -5.48130 -2.52317 -1.323
H -1.92076 -8.29884 -1.81998 0.393
H -1.55374 -7.98041 -0.10790 0.295
H -0.23469 -8.23189 -1.26060 0.287
H -2.22264 -5.89421 -1.39105 0.315
H -0.80566 -6.11359 -2.41596 0.298
H 2.20483 -5.35515 -0.47226 0.401
H 3.05121 -3.91380 -1.04943 0.240
H 2.19444 -6.29923 -2.77656 0.264
H 3.84989 -5.89684 -2.27900 0.397
H 2.96418 -4.83018 -3.39204 0.291
C -0.44468 4.02504 3.95988 -1.381
C 1.01386 4.45705 3.81835 0.980
C 1.20008 5.93800 4.13884 -1.638
C 1.54283 4.13184 2.41142 -1.168
N 1.90210 2.74565 2.28083 0.857
C 1.27650 1.69509 1.70793 -0.380
N 2.01376 0.63574 1.88827 0.084
N 3.09299 1.01860 2.57512 -0.700
N 3.05259 2.28043 2.82659 -0.445
H -0.76236 4.05089 5.00351 0.373
H -0.57964 3.00677 3.59358 0.362
H -1.09823 4.68310 3.38384 0.338
H 1.62187 3.87807 4.51966 0.265
H 0.62551 6.56021 3.44989 0.350
H 2.25178 6.21896 4.06413 0.408
H 0.86537 6.15216 5.15447 0.408
H 2.44340 4.71789 2.21404 0.334
H 0.79710 4.36785 1.65081 0.330
H 0.33571 1.72635 1.17882 0.597
```

## Properties
expectation value of S²	0.856
spin multiplicity	2
charge	-2
energy above the lowest of the compared OMol25 structures with the same formula, charge and spin	61.1	kJ/mol
HOMO-LUMO gap (alpha / beta)	2.138 / 4.408	eV



[2]
Entry from the Open Molecules 2025 dataset: a 11-piece molecular cluster, H22O11 overall in a non-equilibrium geometry (ωB97M-V/def2-TZVPD).

The geometry in XYZ format:
```
33
Properties=species:S:1:pos:R:3:mulliken_charge:R:1
H -0.22389 -0.58237 0.18608 0.233
H -0.29279 0.25991 1.44935 0.268
H -1.15418 0.32711 -2.58141 0.291
H -0.13682 -0.79144 -2.42694 0.294
H -3.69187 -2.12707 0.64277 0.307
H -3.02206 -3.09489 -0.31885 0.292
H 2.35687 0.09305 -1.22670 0.262
H 2.69057 0.48853 0.20238 0.286
H 0.99191 4.21746 2.58087 0.319
H -0.20516 3.28150 2.54880 0.318
H -4.14606 0.87629 -2.16173 0.287
H -4.74096 0.76113 -0.76786 0.313
H -3.05295 1.92153 0.19794 0.228
H -2.09656 1.95996 -0.98269 0.276
H 1.94601 2.10909 -1.36370 0.312
H 2.99383 3.08277 -1.87757 0.325
H 0.98725 -1.64441 4.19222 0.309
H 0.73712 -2.65633 3.08611 0.302
H 1.92493 -2.31307 0.40146 0.278
H 1.10611 -2.78776 -0.78776 0.243
H 3.74241 -1.84177 -1.56592 0.290
H 3.63138 -1.20130 -0.19204 0.381
O -0.78011 -0.40773 0.95361 -0.536
O -0.26764 0.06341 -2.85251 -0.605
O -3.48291 -3.06083 0.52699 -0.611
O 2.06891 -0.03492 -0.31582 -0.565
O 0.20671 3.97049 3.08232 -0.641
O -4.58449 0.25288 -1.57171 -0.598
O -2.11473 1.96234 -0.01902 -0.476
O 2.15086 3.04971 -1.41143 -0.620
O 0.27914 -2.05111 3.68021 -0.603
O 1.94570 -2.37261 -0.56032 -0.540
O 4.23346 -1.70958 -0.74715 -0.619
```

## Properties
energy above the lowest of the compared OMol25 structures with the same formula, charge and spin	348.9	kJ/mol
HOMO-LUMO gap	10.500	eV



[3]
Entry from the Open Molecules 2025 dataset: one molecule with the formula C8H6BF3O4S2 (ωB97M-V/def2-TZVPD).

The geometry in XYZ format:
```
24
Properties=species:S:1:pos:R:3:mulliken_charge:R:1
O -0.22264 -0.02255 2.86251 -0.474
C -0.29332 0.31817 1.73540 0.222
O 0.78880 1.03830 1.15278 -0.392
B 1.30051 0.77066 -0.05679 0.518
S 1.08988 1.74992 -1.59411 -0.293
S 2.35343 -0.85402 -0.21832 1.040
O 2.06820 -1.75469 0.86753 -0.624
O 2.29447 -1.31440 -1.58104 -0.640
C 4.10846 -0.24945 0.04138 0.661
F 4.20318 1.02409 -0.38904 -0.232
F 4.42392 -0.28163 1.33511 -0.209
F 4.94590 -1.01408 -0.64649 -0.203
C -1.41938 0.09006 0.80030 0.508
C -1.89541 -1.21277 0.65092 -0.421
C -2.93730 -1.45927 -0.23185 -0.580
C -3.50490 -0.40882 -0.94380 -0.422
C -3.04495 0.89364 -0.76853 -0.566
C -1.99165 1.14978 0.09811 -0.123
H 1.89719 2.75380 -1.22696 0.159
H -1.44656 -2.01241 1.22321 0.438
H -3.30269 -2.46778 -0.36293 0.400
H -4.30920 -0.59153 -1.64277 0.393
H -3.49531 1.70158 -1.32727 0.397
H -1.61064 2.15339 0.22264 0.443
```

## Properties
HOMO-LUMO gap	8.752	eV



[4]
Entry from the Open Molecules 2025 dataset: a 2-piece molecular cluster, C3H10N2O2S overall in a non-equilibrium geometry (ωB97M-V/def2-TZVPD).

The geometry in XYZ format:
```
18
Properties=species:S:1:pos:R:3:mulliken_charge:R:1
N 0.90435 1.05049 1.27521 -0.606
C -0.15568 0.12566 0.88041 -0.220
C -1.08728 0.77914 -0.21250 -0.726
S -2.39251 1.78576 0.69687 -0.251
C 0.46357 -1.25321 0.30865 0.426
N -0.21970 -2.41416 0.48429 -0.376
O 1.61715 -1.35778 -0.08456 -0.658
H 1.37211 0.76611 2.09537 0.248
H -1.61405 2.75918 1.04934 0.125
H 1.52170 1.15749 0.49259 0.230
H -0.57321 -0.16091 1.73143 0.717
H -1.74351 0.10984 -0.80720 0.330
H -0.47374 1.49807 -0.75648 0.380
H -1.10175 -2.38360 0.84766 0.167
H 0.10073 -3.24801 0.12861 0.224
H 1.33290 0.51485 -3.42497 0.293
H 1.30987 -0.01909 -2.01779 0.291
O 0.73903 0.29017 -2.68692 -0.595
```

## Properties
energy above the lowest of the compared OMol25 structures with the same formula, charge and spin	128.7	kJ/mol
HOMO-LUMO gap	9.624	eV



[5]
Entry from the Open Molecules 2025 dataset: a 2-piece molecular cluster, C3H5F2NO3 overall in a non-equilibrium geometry (ωB97M-V/def2-TZVPD).

The geometry in XYZ format:
```
14
Properties=species:S:1:pos:R:3:mulliken_charge:R:1
C 1.70174 0.65797 -0.85043 -0.906
C 0.27668 0.92884 -1.07331 0.180
C -0.47915 -1.46762 0.56740 0.444
N -1.56073 -0.83421 0.77928 0.738
O -1.54435 -0.18016 2.07826 -0.460
O -2.58693 -0.91713 0.16960 -0.682
O -0.50142 1.34141 -0.20797 -0.461
F 0.55369 -1.34031 1.36244 -0.221
F -0.11537 -2.01316 -0.57631 -0.204
H 2.14526 -0.32141 -0.95165 0.262
H 1.71024 1.02885 0.29086 0.254
H 2.27504 1.39020 -1.35125 0.347
H -0.08614 0.90528 -2.13663 0.339
H -1.78855 0.82146 1.89970 0.372
```

## Properties
energy above the lowest of the compared OMol25 structures with the same formula, charge and spin	190.5	kJ/mol
HOMO-LUMO gap	9.740	eV



[6]
Entry from the Open Molecules 2025 dataset: C5H11NO2 as an isolated structure in a non-equilibrium geometry (ωB97M-V/def2-TZVPD).

The geometry in XYZ format:
```
19
Properties=species:S:1:pos:R:3:mulliken_charge:R:1
C 2.32438 -0.68397 0.37768 -0.851
N 1.31405 -0.09415 1.31696 -0.346
C 0.47546 0.18880 0.42934 0.649
C -0.89707 -0.38341 0.42336 0.110
C -1.29564 -1.00437 -0.90611 -1.195
O -3.05312 0.94304 0.71831 -0.789
C 0.73059 1.44513 -0.51515 -0.400
O 0.74200 1.05616 -1.76082 -0.524
H 2.05341 -1.37998 -0.41808 0.276
H 3.00608 0.09610 0.01070 0.371
H 3.03670 -1.28052 0.96721 0.371
H -0.77021 -1.96959 -0.95358 0.361
H 1.64923 1.99141 -0.22998 0.398
H -0.95985 -1.19530 1.15378 0.325
H -1.60024 0.44664 0.85383 0.054
H -2.34553 -1.27925 -0.79810 0.340
H -0.95762 -0.46350 -1.78122 0.349
H -3.28620 1.46059 1.50207 0.219
H -0.16643 2.10616 -0.39020 0.282
```

## Properties
energy above the lowest of the compared OMol25 structures with the same formula, charge and spin	964.5	kJ/mol
HOMO-LUMO gap	4.674	eV



[7]
Entry from the Open Molecules 2025 dataset: an isolated ion of composition C6H12N and charge +1 in a non-equilibrium geometry (ωB97M-V/def2-TZVPD).

The geometry in XYZ format:
```
19
Properties=species:S:1:pos:R:3:mulliken_charge:R:1
C 3.09784 -1.54406 0.48891 -0.164
C 1.21936 0.13442 0.52539 -1.018
C -0.24814 -0.03428 0.08543 1.261
C -0.73665 -1.16377 -0.51623 -1.664
C -2.34839 1.27072 -0.49156 -1.145
C -0.99155 1.21808 0.22748 -0.441
N 2.42113 -0.72118 1.17026 -0.362
H 3.94817 -1.91664 0.94923 0.315
H 3.18623 -1.71974 -0.68102 0.209
H 1.69340 0.65775 -0.25081 0.561
H 1.01977 1.04863 1.20360 0.340
H -1.73989 -1.56807 -0.18650 0.455
H 0.00901 -1.93577 -0.60225 0.355
H -1.09901 -0.90182 -1.56831 0.490
H -3.13154 1.49120 0.15372 0.374
H -2.41854 0.28326 -0.82587 0.302
H -2.37432 2.03422 -1.26070 0.303
H -1.25079 1.24087 1.33491 0.390
H -0.25611 2.12616 0.24433 0.441
```

## Properties
charge	+1
energy above the lowest of the compared OMol25 structures with the same formula, charge and spin	446.2	kJ/mol
HOMO-LUMO gap	7.914	eV



[8]
Entry from the Open Molecules 2025 dataset: a 2-piece molecular cluster, C5H7N2OS overall in a non-equilibrium geometry (ωB97M-V/def2-TZVPD).

The geometry in XYZ format:
```
16
Properties=species:S:1:pos:R:3:mulliken_charge:R:1
C 0.54212 -0.74645 0.44695 -0.436
C -0.71997 -0.25560 0.73775 -0.538
C 1.05848 -0.39466 -0.79978 -0.082
C -1.33625 0.44376 -0.26514 0.595
C -2.69984 1.06858 -0.09581 -0.286
N 0.48401 0.39019 -1.66772 -0.655
N -0.74262 0.81199 -1.40323 -0.189
O -3.05108 1.61252 -1.41103 -0.577
S 6.33096 -2.27100 2.72600 -0.927
H 1.25792 -1.33391 1.01784 0.413
H -1.31810 -0.36870 1.57398 0.466
H 2.10626 -0.72868 -1.13785 0.383
H -2.45683 1.87565 0.74427 0.218
H -3.38765 0.29259 0.18471 0.288
H -2.46000 1.36161 -2.12823 0.397
H 6.39259 -1.75786 1.47729 -0.070
```

## Properties
charge	-1
energy above the lowest of the compared OMol25 structures with the same formula, charge and spin	9.2	kJ/mol
HOMO-LUMO gap	4.631	eV



[9]
Entry from the Open Molecules 2025 dataset: one molecule with the formula C17H18N4O3S2 in a non-equilibrium geometry (ωB97M-V/def2-TZVPD).

The geometry in XYZ format:
```
44
Properties=species:S:1:pos:R:3:mulliken_charge:R:1
C -2.74074 -0.17677 1.69621 -0.982
H -2.03134 -0.34542 2.51312 0.248
O -2.13897 -0.39290 0.42858 0.049
C -1.96895 -1.74252 0.05807 0.230
O -3.15209 -2.47396 0.09610 -0.414
C -4.08983 -2.11522 -0.89851 -0.639
H -4.94159 -2.77768 -0.76304 0.260
H -4.40988 -1.07463 -0.78638 0.213
H -3.66504 -2.25620 -1.89835 0.303
C -0.93742 -2.48272 0.94049 -1.268
N 0.23711 -1.66463 1.11155 -0.181
C 1.13243 -1.51241 0.09959 0.334
O 1.24200 -2.29832 -0.81734 -0.641
C 1.94117 -0.25621 0.20845 1.055
C 1.26447 0.90825 0.47728 -0.829
C 1.97727 2.12084 0.46420 -0.285
N 3.25687 2.20859 0.25776 -0.656
C 3.95413 1.08305 0.01030 0.172
C 5.34112 1.19077 -0.21325 -0.466
C 6.07869 0.07393 -0.49331 -0.469
C 5.46811 -1.18823 -0.56153 -0.677
C 4.12441 -1.32773 -0.34257 -0.788
C 3.33464 -0.19972 -0.05217 0.689
H 3.64839 -2.29371 -0.40429 0.438
H 6.07021 -2.05504 -0.78932 0.400
H 7.14140 0.15653 -0.66726 0.390
H 5.78603 2.17148 -0.15835 0.467
S 1.13327 3.65007 0.81855 -0.215
C -0.47713 3.22577 0.29513 0.466
N -1.52826 3.35361 1.02171 -0.453
N -2.64782 3.00283 0.41274 -0.397
C -2.49720 2.59098 -0.79597 0.911
C -3.59042 2.10516 -1.66065 -1.100
H -4.53850 2.23595 -1.14620 0.327
H -3.60495 2.65172 -2.60211 0.383
H -3.43759 1.04929 -1.88120 0.164
S -0.83012 2.62927 -1.33546 -0.072
H 0.20118 0.90347 0.66579 0.794
H 0.16405 -0.91572 1.78336 0.304
H -0.65483 -3.40629 0.43413 0.407
H -1.37815 -2.71723 1.90919 0.384
H -1.57356 -1.67235 -0.96967 0.421
H -3.05822 0.86492 1.70273 0.289
H -3.60432 -0.83087 1.83192 0.434
```

## Properties
energy above the lowest of the compared OMol25 structures with the same formula, charge and spin	137.4	kJ/mol
HOMO-LUMO gap	8.376	eV



[10]
Entry from the Open Molecules 2025 dataset: an isolated ion of composition C4H4NO3PS and charge -2 in a non-equilibrium geometry (ωB97M-V/def2-TZVPD).

The geometry in XYZ format:
```
14
Properties=species:S:1:pos:R:3:mulliken_charge:R:1
C -0.62579 -1.59944 0.81306 -0.508
C 0.53718 -1.74061 1.53386 -0.578
C -0.72702 -0.46999 0.06284 0.072
C 0.47226 0.57563 0.45415 0.094
N -1.68832 -0.06515 -0.80257 -0.778
O 2.10048 1.07762 -1.59146 -0.791
O -0.32381 2.12449 -1.47489 -0.876
O 1.47511 3.07616 -0.09974 -0.789
P 1.01782 1.84518 -0.77085 0.853
S 1.48905 -0.26136 1.49804 -0.289
H -1.29737 -2.37959 0.86205 0.453
H 0.50779 -2.42351 2.34697 0.328
H -1.63257 -0.66918 -1.56127 0.269
H -1.30479 0.90974 -1.27018 0.540
```

## Properties
expectation value of S²	2.023
spin multiplicity	3
charge	-2
HOMO-LUMO gap (alpha / beta)	3.470 / 5.461	eV



[11]
Entry from the Open Molecules 2025 dataset: one molecule with the formula C5H10O in a non-equilibrium geometry (ωB97M-V/def2-TZVPD).

The geometry in XYZ format:
```
16
Properties=species:S:1:pos:R:3:mulliken_charge:R:1
C 0.15376 1.29448 2.01748 -1.289
C -0.05370 0.22878 0.97836 -0.179
C -0.94808 -1.47727 -1.03946 -0.831
C -0.18957 -0.51691 -1.76178 -0.332
C 0.97907 0.26521 -0.99539 -0.350
O 1.18584 -0.02517 0.28879 -0.313
H 0.84579 0.97695 2.79817 0.334
H -0.82027 1.52322 2.46402 0.352
H 0.53003 2.19375 1.52161 0.300
H -0.46668 -0.69502 1.39367 0.356
H -0.42728 -2.28618 -0.52644 0.376
H -2.02362 -1.37480 -0.91711 0.343
H -0.74662 0.16904 -2.40988 0.258
H 0.56033 -1.04855 -2.38949 0.272
H -0.68935 0.65128 0.20657 0.354
H 1.90436 0.50632 -1.52611 0.350
```

## Properties
energy above the lowest of the compared OMol25 structures with the same formula, charge and spin	447.6	kJ/mol
HOMO-LUMO gap (alpha / beta)	8.668 / 7.487	eV



[12]
Entry from the Open Molecules 2025 dataset: a 3-piece molecular cluster, C5H10O2 overall (ωB97M-V/def2-TZVPD).

The geometry in XYZ format:
```
17
Properties=species:S:1:pos:R:3:mulliken_charge:R:1
O 2.81101 0.28013 0.36373 -0.427
C 2.09009 -0.46672 -0.24930 -0.076
C -0.67184 -1.06945 0.87022 -0.526
C -0.73705 0.24293 1.06263 -0.191
C -1.34888 0.89627 -0.14548 -0.319
O -1.46095 -0.14550 -1.10710 -0.377
C -1.21326 -1.40165 -0.49407 -0.358
H 1.94496 2.36612 -0.21868 -0.171
H 1.40515 -0.11760 -1.04697 0.223
H 2.07668 -1.55743 -0.04931 0.269
H -0.30185 -1.81271 1.56877 0.449
H -0.42045 0.78991 1.94406 0.408
H 1.53570 2.93694 -0.47142 0.164
H -0.73073 1.70187 -0.56238 0.154
H -2.33985 1.31888 0.08626 0.276
H -0.50045 -1.96495 -1.11491 0.228
H -2.13828 -1.99707 -0.43606 0.275
```

## Properties
energy above the lowest of the compared OMol25 structures with the same formula, charge and spin	367.5	kJ/mol
HOMO-LUMO gap	10.212	eV